Model A:
This record from OMol25 describes a 2-piece molecular cluster, C5H7Cl overall. The level of theory is ωB97M-V/def2-TZVPD.

Geometry as XYZ:
```
13
C5H7Cl, DFT ωB97M-V/def2-TZVPD
C -0.9038 0.1063 1.1182
H 1.2882 0.4210 -0.1995
H -2.0927 -0.0099 -1.1581
C 0.0708 -0.3138 -1.7039
H -0.0668 -0.4330 -2.7161
H -1.9022 -0.3598 1.4154
Cl -1.1506 0.5500 3.6447
H 2.0409 0.3198 -1.8001
C -1.0338 -0.2056 -1.0259
H 0.6907 0.8391 2.1779
C 1.4389 -0.1948 -1.1318
C -0.3113 0.4947 2.2250
H 1.9317 -1.2140 -0.8459
```

Values from the calculation:
LUMO = 0.0339 Ha
HOMO level = -9.1 eV

Mulliken population analysis, charges in e, atoms 1 to 2:
1 C -0.551
2 H 0.089


Model B:
This record from OMol25 describes a 2-piece molecular cluster, C5H7Cl overall. The level of theory is ωB97M-V/def2-TZVPD.

Geometry as XYZ:
```
13
C5H7Cl, DFT ωB97M-V/def2-TZVPD
H -0.5876 -0.5020 -0.3818
C -1.3982 -0.2952 0.3609
H 3.0394 -0.3770 1.0425
C 1.9991 0.2515 -0.6619
H -1.0893 -0.6754 1.4105
C 2.6814 -0.6445 -0.0068
H 1.5113 1.0101 -0.1878
Cl -4.2663 -0.4807 -0.4029
C -1.9912 1.0800 0.5004
H -1.7794 2.1613 0.3269
H 2.9049 -1.6580 -0.4627
H 1.7684 0.0289 -1.6695
C -2.7923 0.1012 0.1322
```

Values from the calculation:
LUMO = 0.0357 Ha
SMILES string = ClC1=CC1.C=C
HOMO level = -9.1 eV

Mulliken population analysis, charges in e, atoms 1 to 2:
1 H 0.161
2 C -0.353


Model C:
This record from OMol25 describes a single C5H7Cl molecule. The level of theory is ωB97M-V/def2-TZVPD.

Geometry as XYZ:
```
13
C5H7Cl, DFT ωB97M-V/def2-TZVPD
Cl 0.6512 -1.2487 -1.9725
H -1.8261 -1.0535 -0.3275
H 1.3884 -1.1966 1.5091
C -0.8484 0.6505 -0.0665
C -0.9834 1.8793 -0.5320
H 2.5200 -1.1030 0.2234
H 1.5442 0.4157 0.8508
H -1.8784 2.3444 -0.3639
H -1.2031 -1.1021 1.1834
C 1.5372 -0.6209 0.6113
H -0.2104 2.4805 -1.0438
C -1.0807 -0.6796 0.2465
C 0.3895 -0.7659 -0.3183
```

Values from the calculation:
LUMO = 0.0336 Ha
SMILES string = C=C1C[C@@]1(C)Cl
HOMO level = -7.8 eV

Mulliken population analysis, charges in e, atoms 1 to 2:
1 Cl -0.220
2 H 0.300


model C is the most stable structure; the next one sits 0.0164 hartree above it.


Model A:
This record from OMol25 describes C43H63N6O13P3SY as an isolated structure. The level of theory is ωB97M-V/def2-TZVPD.

Geometry as XYZ:
```
130
C43H63N6O13P3SY, DFT ωB97M-V/def2-TZVPD
H 2.8023 -1.9332 0.2410
C -2.4473 -2.9106 2.4018
C -3.0462 3.1469 -2.1044
H -7.8758 -1.5146 -3.5339
H 0.4028 -0.7481 6.0202
H 3.8161 2.7554 -3.4016
O 2.4571 -3.8755 0.8116
H -3.8926 2.4675 -1.9763
H -0.7236 -0.8224 3.8201
C 0.5746 -3.5013 -0.6349
H 0.3036 2.3862 0.9412
H 0.8365 4.0372 1.2538
C 4.5889 -0.1347 4.4100
C -0.3198 0.0174 5.7584
H 5.6619 -0.0768 4.5983
C 4.2863 1.7709 -3.4103
C -0.3703 -4.0807 -1.5180
O 0.6928 -0.3167 1.8759
H -5.1651 1.0689 -0.3107
C 0.7043 -1.7808 -4.0479
H 5.3344 1.8830 -3.6905
H 4.5691 0.1228 -2.0606
C -1.6050 -3.4175 -1.8843
C -2.1902 1.9499 5.0906
H 1.1719 1.3305 7.8587
C 2.8836 -0.8426 0.2102
C -1.5422 1.9975 6.3178
H -0.0905 -1.4744 -3.3731
H 1.4446 -4.7501 2.3985
O -2.7012 -3.9784 2.9471
H 2.1059 1.9884 4.1896
N -2.0416 -2.2933 -1.4524
H 0.8149 -3.1598 1.8906
H -7.5468 1.6813 -0.7070
C 1.1809 3.0304 1.0092
N -2.6845 -0.5409 2.1123
C 0.9310 -6.1300 -1.6571
H 0.8247 -2.8603 -3.9572
O -1.6198 1.5211 1.6609
H 3.7846 1.1583 -4.1586
H 2.9805 3.2196 2.1680
H -2.1304 5.1247 -4.6462
O -3.0680 -0.0313 -0.7509
H -3.7686 1.9118 -4.2750
C -5.9595 -1.2816 -2.6047
C 4.3226 -0.8284 3.0893
H 0.5375 1.8370 3.3634
C 2.0025 -1.0870 -3.7100
S -2.6243 0.9255 2.5674
Y -1.1687 -0.7570 0.3561
C 1.7207 -3.7556 2.0361
H -2.2696 -3.9728 -2.5504
C -2.9855 2.6490 -4.4645
H -8.8931 0.3884 -2.3268
C 3.1713 -1.6223 -4.5120
H 1.9024 -0.0062 -3.8659
H -1.7789 2.7891 7.0203
H 1.1562 3.4322 3.7913
P 2.0037 -0.2207 -1.2201
C -1.8826 0.9407 4.1926
H -2.0126 5.4078 -2.8963
N -3.0780 3.7064 -3.4623
C 2.1158 2.5541 2.0985
O 2.3409 -1.3104 -2.3075
C -1.9805 4.6415 -3.6750
C 1.4411 2.4363 3.4485
H -0.5107 0.7015 -3.3289
O -3.8528 1.6729 2.7088
H 2.6394 -6.2041 -0.3217
H 4.1019 -1.1186 -4.2477
H -3.1723 3.9594 -1.3830
C -0.6484 2.9653 -4.6765
O 0.5118 -2.2927 -0.2134
H 4.5962 -2.7226 2.0868
H 4.4670 -2.8356 3.8449
H -5.4955 -2.1154 -3.1132
O -1.5368 -2.6930 1.5203
C -7.8564 0.1271 -2.1515
H 4.7034 1.5392 0.0244
H 1.6844 3.0501 0.0422
P 2.1508 -0.1757 1.7142
O 2.7426 1.2921 1.6943
H 5.9595 1.9622 -1.1611
H -3.2921 -1.5814 3.8716
H 3.9279 -0.5331 0.1463
C 4.1692 1.1432 -2.0343
H 4.1142 -0.6926 5.2182
C -7.2832 -0.9429 -2.8298
N -3.3358 -2.0167 -1.8951
C 1.8091 -5.6161 -0.6956
H -0.3222 1.8450 8.6441
C -3.7600 -0.8678 -1.4346
O 2.7720 1.0925 -1.7046
C -0.9531 -0.0370 4.5284
H 0.3254 2.4665 -4.6537
C 4.8861 1.9527 -0.9678
H 2.3718 -3.2658 2.7580
H 2.9825 -1.4799 -5.5768
H -3.1539 3.0992 -5.4484
C -0.3188 3.5001 -2.3502
H 4.7544 -0.2295 2.2806
H 3.2830 -2.6886 -4.3127
O 0.6146 0.2402 -1.0089
C -5.7699 0.5228 -1.0240
H 0.4123 -1.5301 -5.0695
C -1.4805 1.1979 -3.2639
H -2.9364 2.6834 4.8149
C -5.1935 -0.5459 -1.7036
H -2.2447 0.4210 -3.1937
H -0.7832 3.4246 -5.6616
P -1.4950 2.2020 -1.6865
C 0.1144 1.0903 7.9903
H -0.8900 -5.7718 -2.7181
H -0.2780 4.3352 -1.6431
C 1.6221 -4.3528 -0.1912
H 4.1787 0.8749 4.3977
N -1.6935 1.9665 -4.4958
H -4.3135 -1.8477 2.4572
C 4.8721 -2.2403 3.0255
C -0.1568 -5.3681 -2.0274
H 1.0751 -7.1216 -2.0648
C -3.2830 -1.6705 2.7802
H 0.0588 0.1256 8.4971
H 0.6827 3.0574 -2.3859
N -0.6505 4.0325 -3.6797
O 2.8913 -0.8990 2.9128
H 4.5181 2.9799 -0.9749
H 5.9598 -2.2211 3.1119
C -7.0993 0.8549 -1.2453
C -0.5982 1.0378 6.6643
```

Values from the calculation:
Total charge = -1
LUMO = 0.0697 Ha
HOMO level = -4.6 eV

Mulliken population analysis, charges in e, atoms 1 to 2:
1 H 0.186
2 C 0.461


Model B:
This record from OMol25 describes C43H63N6O13P3SY as an isolated structure. The level of theory is ωB97M-V/def2-TZVPD.

Geometry as XYZ:
```
130
C43H63N6O13P3SY, DFT ωB97M-V/def2-TZVPD
H -1.8761 2.5516 -0.3947
C -3.8307 -1.8658 -0.0059
N 1.7533 -0.1414 5.3268
H 2.5683 5.2348 0.8432
O -0.4547 0.7161 -2.1002
H -5.2727 2.1002 0.2402
C 2.8537 -2.5484 -0.0854
C -3.1928 -2.5103 -1.2133
H 1.9385 7.2989 2.0801
H -4.5101 0.5264 -5.8281
C -3.9476 0.2911 -3.7717
P -2.6286 0.4792 0.3819
N 2.8725 1.9316 4.6419
H 3.5212 -0.7806 6.2129
C 3.1884 -0.3714 -2.6307
Y 0.9335 -0.1574 -0.3145
H 2.3852 -1.1505 -5.8606
C 1.7297 -6.8575 1.3235
O 2.7848 -1.2805 0.1658
C -3.8555 3.2955 2.3116
H 0.1385 5.1043 -2.6349
C 1.5045 -5.4889 1.4067
C 1.5959 5.3322 1.3064
C 0.7026 4.2684 1.1996
H -3.2213 -3.5940 -1.0912
C -0.7806 3.4353 -3.6065
C 2.2351 2.0193 3.3222
H 1.1216 -9.5002 -0.3792
H -3.2409 1.6469 -5.2940
O -1.3426 -0.2104 0.5733
H 1.9579 -9.4670 1.1733
C 0.4814 2.7527 -4.0993
C -5.4647 1.6862 1.2318
H 2.2524 -4.8200 1.8108
H 0.7808 -1.3740 3.9206
C -5.2837 -2.2441 0.1809
H 1.3208 2.6133 3.4077
H -5.1466 0.9673 -2.1135
H 0.9758 2.1896 -3.3085
H 2.8713 -1.8684 4.9645
H -1.2164 3.5242 1.7192
H 1.3668 -2.5426 -5.4153
H 3.3839 -1.4926 2.6571
O -3.8038 -0.4035 -0.1899
H -1.4775 4.7276 -2.0175
H 1.7229 -4.1855 -0.8924
H 6.1095 1.2701 -1.9353
H -1.1551 -7.8144 -0.1489
C 0.9737 -0.3165 4.0956
H 2.4684 1.3427 6.5903
C 0.3153 -4.9668 0.9282
H 1.1637 3.5236 -4.4631
H 2.8968 2.5525 2.6358
H -5.3649 -3.3283 0.2633
P 1.8204 0.3601 2.5841
H 7.0209 -0.4270 -3.4894
O -3.1019 1.0831 1.7644
H -1.5651 -5.3680 0.0013
H -4.6941 3.8763 2.6988
C -3.6144 0.6270 -5.2128
H 5.4440 -2.0560 -4.5574
C -0.4061 -7.1617 0.2874
H 4.1895 -0.0229 2.1711
O 3.7560 -3.2941 0.2734
H -1.8873 5.5916 2.9514
H 4.6158 1.2553 5.5444
H 4.7686 1.6361 3.8157
C 1.0352 -9.1897 0.6643
H -3.7345 -2.2388 -2.1236
C 0.7837 -7.7083 0.7668
C 3.7412 -1.2843 -3.5780
H 0.2614 2.0701 -4.9212
O 2.9305 -2.2296 -4.1745
C -0.6413 -5.8001 0.3638
C 3.0440 -0.8239 5.2287
H 4.3421 2.4491 -1.0160
C -0.0181 6.5782 2.5884
C 5.4531 0.5391 -2.3961
H -0.0838 3.7045 -1.5921
C 4.1246 1.1777 4.5694
N 2.2708 2.9326 0.0182
H -3.2411 -2.1088 0.8752
H -0.2947 7.4745 3.1301
H -5.7525 0.6450 1.1172
H -5.8784 -1.9144 -0.6747
H 0.2175 -9.7604 1.1090
C -0.9106 5.5212 2.4862
C -4.2652 1.8441 2.1493
C 1.9262 -1.6929 -5.0250
O -2.7355 0.1785 -2.9963
H -2.8534 -0.0558 -5.5893
N 0.3591 -2.5925 -0.3884
S -0.0101 -3.2122 1.0196
H 1.0411 1.7959 5.6339
C 3.6392 1.6316 -1.1951
H -3.5503 2.2529 -0.9976
H 2.6656 -7.2644 1.6890
C 1.2366 6.4780 1.9973
O 1.9290 -0.4047 -2.3574
C -0.5453 4.2925 -2.3828
C 1.6623 -3.0963 -0.8872
C 1.0466 3.0079 0.4629
N 3.9602 -0.2358 4.2564
O -1.8597 2.4728 -3.3593
H 1.7695 -2.7583 -1.9180
C -2.5693 1.8170 -0.8185
O 0.8421 -2.7339 2.1005
P -1.7977 1.2579 -2.3482
H -1.2035 4.0422 -4.4089
C 4.0900 0.5695 -2.0638
C -4.9423 1.2506 -3.1467
H -6.2998 2.2355 1.6691
C -0.5490 4.3731 1.7948
H -2.1449 -2.2227 -1.2989
H -4.5663 2.2753 -3.1825
H -3.5510 3.7234 1.3537
C 3.4705 -0.4294 2.8849
N 2.4776 1.7291 -0.6568
H -4.3559 -0.7198 -3.7239
H -5.6967 -1.8043 1.0894
C 1.9980 1.2685 5.6048
H 0.0057 0.1801 4.2111
C 5.9633 -0.3963 -3.2638
H 1.2584 -1.0288 -4.4761
C 5.0843 -1.3074 -3.8614
H -4.5225 1.4364 3.1288
O -1.4356 -3.1073 1.2689
H -3.0217 3.3793 3.0072
H -5.8771 1.2132 -3.7077
O 0.1304 2.1231 0.3384
```

Values from the calculation:
Total charge = -1
LUMO = 0.0718 Ha
HOMO level = -4.5 eV

Mulliken population analysis, charges in e, atoms 1 to 2:
1 H -1.546
2 C 0.770


model A is the most stable structure; the next one sits 0.0213 hartree above it.


Model A:
This record from OMol25 describes a 2-piece molecular cluster, C9H10N2O3 overall. The level of theory is ωB97M-V/def2-TZVPD.

Geometry as XYZ:
```
24
C9H10N2O3, DFT ωB97M-V/def2-TZVPD
C 0.5721 0.0684 0.1279
H -3.6628 -1.4848 0.0987
C 2.3428 0.1112 -1.4449
H 3.4770 1.5022 1.4365
C 2.7202 1.1306 0.6866
H 0.5362 -0.9606 -1.7812
H -2.0957 -2.5059 -1.1353
N -2.2387 1.5998 -1.2498
C -1.7684 2.3959 -0.5140
C -1.6094 -1.1293 0.0624
H -2.9644 -0.7805 1.4762
O -1.3694 0.4127 1.6273
O -1.2526 -2.0101 -0.9389
C -0.7987 -0.1803 0.5524
C 3.1637 0.8265 -0.6251
H 1.0365 0.8868 2.0542
H 4.1128 1.0507 -1.1139
H -1.9273 1.2165 -2.1157
O -1.6364 3.2924 0.2354
C 1.4536 0.6590 1.0580
H -0.8482 1.2508 1.9465
H 2.5687 -0.1749 -2.5166
N -2.7655 -1.4049 0.7543
C 1.1128 -0.3403 -1.0815
```

Values from the calculation:
LUMO = 0.0182 Ha
SMILES string = N/C(O)=C(\O)c1ccccc1.N=C=O
HOMO level = -7.1 eV

Mulliken population analysis, charges in e, atoms 1 to 2:
1 C 0.782
2 H 0.245


Model B:
This record from OMol25 describes a 2-piece molecular cluster, C9H10N2O3 overall. The level of theory is ωB97M-V/def2-TZVPD.

Geometry as XYZ:
```
24
C9H10N2O3, DFT ωB97M-V/def2-TZVPD
C -1.2128 -2.3491 -0.7592
C -2.6154 -0.8112 1.6092
H -1.1941 2.3085 -1.3986
C -0.5686 -2.3719 0.4144
N 0.1165 -1.3503 0.9842
C 0.8447 2.3021 -1.0786
C 1.8316 1.5386 -0.4839
H -0.6162 -1.7600 -1.5256
H -0.7109 -3.0668 1.1348
C -0.7079 0.4529 -0.4786
H -1.7830 -3.1767 -1.0679
C -0.3756 1.7404 -0.9459
H -1.8647 -0.1765 1.2592
C 1.5956 0.3394 0.2158
H -2.2974 -1.8262 2.1353
O 3.4320 2.6594 -1.7219
H 0.7634 -1.5382 1.7312
H 2.3978 -0.0882 0.7537
N 3.1974 2.1420 -0.6309
H -1.6099 0.0820 -0.7753
O -3.7875 -0.5642 1.4461
C 0.3058 -0.1663 0.3077
H 1.0893 3.2063 -1.5394
O 3.7698 2.4740 0.4143
```

Values from the calculation:
LUMO = -0.0210 Ha
SMILES string = C=CNc1cccc([N+](=O)[O-])c1.C=O
HOMO level = -8.8 eV

Mulliken population analysis, charges in e, atoms 1 to 2:
1 C -1.099
2 C 0.151


model A is the most stable structure; the next one sits 0.1674 hartree above it.


Model A:
This record from OMol25 describes a 7-piece molecular cluster, C12H39O13 overall. The level of theory is ωB97M-V/def2-TZVPD.

Geometry as XYZ:
```
64
C12H39O13, DFT ωB97M-V/def2-TZVPD
C 0.8195 -4.2814 0.9692
H -0.4290 2.9230 -0.0554
H -0.4180 2.2028 3.0970
H 2.3649 -4.6636 -0.1478
H 5.4467 0.1946 0.1515
H 1.0849 3.2627 -1.9799
H -2.6409 0.5361 4.6832
H 1.1546 -2.0430 2.3493
H -2.8397 2.3812 1.6383
C -2.2281 2.7099 2.4778
H 1.3317 -4.5851 1.8927
H -3.0935 -1.7223 -0.9038
H 0.7743 -0.3121 0.8103
H -0.2298 3.0878 -3.1135
C -3.2517 -0.6413 -0.8177
H -1.8849 -0.1361 -2.0816
C 1.5792 -1.6295 -2.6799
H -2.2077 2.5992 4.6301
H 0.5608 -3.5156 -2.8267
H -3.8360 2.6907 3.9159
C -3.6647 -0.3257 0.5827
C -0.0752 -3.1056 1.2236
H 1.5763 -0.6871 -3.2264
C 0.1100 2.7828 -2.1228
H 0.9147 -2.2002 -0.9404
H -2.1824 3.8025 2.4255
H 1.5623 -3.0770 -4.2516
O 2.9935 0.5146 1.0891
C -0.8167 3.2580 -1.0227
H -3.9723 0.7256 0.6585
H -0.5854 0.5489 1.1032
H 2.6231 -1.9103 -2.4985
H -4.5351 -0.9334 0.8483
O 0.1925 0.4383 0.5060
H 0.2330 -5.1576 0.6727
O 1.8012 -3.8987 0.0047
H -0.0817 0.9952 -2.8939
O -2.9419 0.8396 3.8231
H -2.1239 1.8401 -1.2462
H 5.3706 1.4026 -1.1165
H -0.6981 -2.7153 -4.6797
H 6.1695 2.4575 0.7023
O -2.0631 0.1023 -1.1618
O -0.9217 2.1690 2.2773
H -0.7548 -2.8885 0.3975
H 3.4211 1.0462 1.7704
O 0.2896 1.3468 -2.0793
O -2.1370 2.8105 -1.1940
H -0.7674 -3.2805 2.0551
H -2.8417 -0.3302 2.3446
C 3.4908 0.9796 -0.1779
H -0.0261 0.3339 -0.4537
C 0.8893 -2.6968 -3.4776
H -0.8021 4.3492 -1.0694
H 3.2080 0.2479 -0.9318
O 5.2573 2.1773 0.8158
H -4.0327 -0.3756 -1.5351
O -2.5801 -0.6084 1.4496
C -2.8304 2.2866 3.7864
O -0.2896 -2.1092 -4.0559
H 2.9981 1.9353 -0.3814
O 0.6589 -1.9248 1.5330
O 0.9268 -1.3723 -1.4387
C 4.9803 1.1490 -0.1230
```

Values from the calculation:
Total charge = +1
LUMO = -0.0760 Ha
HOMO level = -12.2 eV

Mulliken population analysis, charges in e, atoms 1 to 2:
1 C -0.438
2 H -0.082


Model B:
This record from OMol25 describes a 7-piece molecular cluster, C12H39O13 overall. The level of theory is ωB97M-V/def2-TZVPD.

Geometry as XYZ:
```
64
C12H39O13, DFT ωB97M-V/def2-TZVPD
C 2.2636 0.4741 -3.2976
H -1.3058 -4.7477 2.5725
H -1.7754 0.3827 -3.4608
H -0.8337 4.7889 -0.7234
H 2.6313 -0.4404 -2.8321
H -2.5665 3.0529 1.6772
H 1.6659 -1.0813 1.2091
C -2.4109 -0.5000 -3.3889
H -3.7600 -1.3626 -1.9148
O 1.0131 1.7119 2.0178
O 3.2535 -0.4173 2.3181
H -0.5489 2.4836 3.2118
C -0.3002 0.3200 3.3789
O -1.3603 -1.5189 -3.3825
O -0.3076 0.9626 -0.2007
C 3.0045 -2.6671 1.5151
H 2.7792 -2.8960 2.5567
H -3.9842 0.4025 -2.1431
H -0.5907 -0.9476 1.9684
O -2.4996 -0.3261 -0.9398
H 4.1143 1.6366 -3.3795
C -3.2594 -0.4096 -2.0859
H 0.0627 -4.5187 1.5550
H 0.4440 -0.4348 3.6331
O -0.9996 -0.1419 2.2929
C -1.6076 -3.2645 0.8850
H 1.9265 1.9419 2.2032
H -1.4182 -2.2448 -4.0080
O 0.8737 0.4599 -3.0415
H -2.4042 -2.6230 1.2618
C 3.1687 1.6946 -2.8405
H 3.0771 -0.9884 0.2350
H -2.0909 -3.9357 0.1750
O -1.9499 3.1467 0.9474
H -0.1083 -2.8840 -0.2979
H 0.3279 -3.4342 3.5823
O -1.0252 3.1575 -1.7367
H 0.9334 2.0353 4.0161
H -0.1146 1.0323 0.7371
O 3.1868 1.8065 -1.4006
H 0.5108 -0.4156 -3.1944
H -3.1252 4.7736 0.5078
H 4.8961 -2.6399 1.9228
H -1.0179 0.2293 4.1942
H -3.4965 3.2548 -0.3087
C 0.2442 1.7360 3.2265
H 2.2704 1.7385 -1.1229
C -0.7703 -3.9829 2.0101
H -1.0884 0.4331 -0.3788
H -2.0946 -1.1912 -0.8438
O -0.2371 -2.9878 2.9473
H 2.3795 -3.3325 0.9195
H -2.1090 4.9419 -1.8472
O 4.3630 -2.9317 1.1796
C -2.6883 3.9287 -0.0245
H -2.9987 -0.7367 -4.2758
H -0.4862 1.8615 -0.4866
C -1.7111 4.2600 -1.0957
H -1.5234 2.9003 -2.5160
O -0.7300 -2.3715 0.2241
H 2.3678 0.3338 -4.3735
H 4.0661 -0.9142 2.4383
C 2.7479 -1.2059 1.2511
H 2.7262 2.6124 -3.2277
```

Values from the calculation:
Total charge = +1
LUMO = -0.0771 Ha
HOMO level = -12.3 eV

Mulliken population analysis, charges in e, atoms 1 to 2:
1 C -0.513
2 H 0.431


model A is the most stable structure; the next one sits 0.0741 hartree above it.